(1)
The following is a DFT calculation (wB97M-V/def2-TZVPD) of a molecular structure, C26H21CoF9N4PSSe.

Output
Gap between HOMO and LUMO (spin up / spin down) = 9.0 / 4.9 eV
Relative energy (zero: lowest compared OMol25 entry of this formula, charge and spin) = 0.1 kJ/mol
HOMO energy (spin up / spin down) = -14.408 / -14.798 eV

The geometry in ORCA input format:
```
! RIJCOSX wB97M-V def2-TZVPD def2/J DEFGRID3
* xyz 2 5
Co -0.907 -1.334 -0.979
C -0.272 -1.350 -6.389
C -1.149 -2.237 -5.484
C -0.948 -1.977 -4.059
N -0.785 -1.750 -2.939
H -0.650 -1.587 -7.367
H 0.773 -1.650 -6.290
H -0.467 -0.295 -6.195
H -0.907 -3.316 -5.565
H -2.237 -2.080 -5.667
F 6.888 -1.036 0.385
C 6.474 0.020 -0.292
F 6.870 -0.122 -1.541
F 7.068 1.093 0.252
C 4.924 0.113 -0.283
C 4.298 1.205 0.323
C 2.910 1.262 0.381
C 2.173 0.134 -0.046
C 2.809 -0.901 -0.669
C 4.178 -0.925 -0.836
P 0.456 0.170 0.377
C 0.246 -0.155 2.136
C 1.319 -0.758 2.764
C 1.200 -1.372 3.993
C -0.004 -1.394 4.643
C -1.086 -0.728 4.054
C -0.972 -0.144 2.827
C -0.169 -2.247 5.846
F 0.753 -3.193 5.814
F -1.398 -2.822 5.803
F -0.074 -1.565 7.023
C -0.219 1.787 -0.042
C -0.638 2.700 0.947
C -1.115 3.939 0.590
C -1.225 4.258 -0.745
C -0.943 3.344 -1.760
C -0.410 2.119 -1.390
C -1.716 5.633 -1.174
F -1.085 6.117 -2.289
F -1.517 6.519 -0.149
F -3.032 5.595 -1.469
H 4.909 2.000 0.742
H 2.345 2.152 0.692
H 2.273 -1.782 -1.041
H 4.666 -1.773 -1.264
H 2.276 -0.894 2.241
H 1.983 -1.916 4.496
H -2.015 -0.611 4.589
H -1.820 0.403 2.365
H -0.637 2.409 2.001
H -1.468 4.642 1.404
H -1.159 3.621 -2.773
H -0.130 1.412 -2.158
N -5.447 -0.771 -0.689
C -4.303 -1.226 -0.139
N -4.394 -2.315 0.601
S -2.858 -0.209 -0.453
H -6.350 -1.172 -0.391
H -5.381 0.181 -1.030
H -5.240 -2.788 0.841
H -3.580 -2.582 1.149
Se 0.046 -3.296 0.238
C -1.177 -3.243 1.595
N -1.948 -3.314 2.446
*
```

(2)
The following is a DFT calculation (wB97M-V/def2-TZVPD) of C26H21N3O5S in the gas phase.

Output
Gap between HOMO and LUMO = 9.0 eV
Structure (SMILES) = Cc1ccc(S(=O)(=O)N(C(=O)c2ccncc2)c2ccc(OC(=O)c3ccncc3)cc2)c(C)c1
Relative energy (zero: lowest compared OMol25 entry of this formula, charge and spin) = 0.0 kJ/mol
HOMO energy = -9.079 eV

The geometry in ORCA input format:
```
! RIJCOSX wB97M-V def2-TZVPD def2/J DEFGRID3
* xyz 0 1
C -6.233 -0.593 2.288
C -4.824 -0.931 1.915
C -4.137 -0.160 0.980
C -2.835 -0.475 0.654
C -2.204 -1.554 1.255
S -0.506 -1.748 0.722
O 0.259 -2.659 1.518
O -0.504 -1.942 -0.692
N 0.137 -0.158 0.959
C -0.114 0.666 2.025
O 0.232 1.824 2.065
C -0.847 0.029 3.160
C -2.045 0.587 3.600
C -2.684 0.002 4.679
N -2.195 -1.035 5.337
C -1.029 -1.524 4.953
C -0.309 -1.036 3.872
C 0.939 0.297 -0.122
C 1.999 -0.496 -0.535
C 2.796 -0.107 -1.595
C 2.531 1.095 -2.239
O 3.257 1.622 -3.292
C 4.230 0.985 -3.960
O 4.611 -0.140 -3.760
C 4.800 1.862 -5.023
C 5.732 1.320 -5.904
C 6.261 2.140 -6.887
N 5.927 3.411 -7.028
C 5.044 3.925 -6.188
C 4.446 3.201 -5.168
C 1.468 1.893 -1.821
C 0.666 1.493 -0.773
C -2.878 -2.381 2.145
C -2.289 -3.621 2.733
C -4.188 -2.031 2.467
H -6.488 -1.006 3.260
H -6.920 -1.009 1.551
H -6.379 0.484 2.308
H -4.622 0.684 0.515
H -2.284 0.106 -0.069
H -2.463 1.445 3.098
H -3.629 0.383 5.042
H -0.653 -2.351 5.540
H 0.634 -1.474 3.590
H 2.190 -1.427 -0.025
H 3.612 -0.733 -1.914
H 6.021 0.285 -5.807
H 6.987 1.767 -7.597
H 4.806 4.969 -6.344
H 3.733 3.660 -4.503
H 1.280 2.822 -2.335
H -0.153 2.114 -0.449
H -2.581 -3.718 3.776
H -1.208 -3.625 2.652
H -2.674 -4.487 2.194
H -4.721 -2.649 3.175
*
```

(3)
The following is a DFT calculation (wB97M-V/def2-TZVPD) of a molecular structure, C26H22AsF6IMoN5O3.

Output
Gap between HOMO and LUMO (spin up / spin down) = 7.2 / 6.1 eV
Relative energy (zero: lowest compared OMol25 entry of this formula, charge and spin) = 0.0 kJ/mol
HOMO energy (spin up / spin down) = -14.314 / -15.063 eV

The geometry in ORCA input format:
```
! RIJCOSX wB97M-V def2-TZVPD def2/J DEFGRID3
* xyz 2 4
Mo 0.449 0.202 -0.064
C -3.416 -1.457 -2.166
C -3.520 -1.458 -0.692
N -4.573 -1.990 -0.109
C -4.620 -2.021 1.212
C -3.596 -1.538 2.083
C -3.839 -1.691 3.562
O -3.441 -0.510 4.235
C -2.460 -0.987 1.527
C -1.338 -0.648 2.401
N -0.191 -0.189 2.049
C 0.835 -0.185 3.051
C 0.891 -1.171 4.034
C 1.891 -1.149 4.994
C 2.863 -0.162 4.978
C 2.864 0.794 3.970
C 1.859 0.760 3.022
I 1.931 2.104 1.417
C -2.412 -0.902 0.097
O -1.472 -0.374 -0.567
H -4.328 -1.857 -2.597
H -2.562 -2.071 -2.469
H -3.228 -0.448 -2.542
H -5.518 -2.447 1.646
H -3.281 -2.570 3.914
H -4.899 -1.900 3.719
H -3.829 -0.500 5.117
H -1.505 -0.853 3.451
H 0.180 -1.986 4.017
H 1.920 -1.925 5.747
H 3.642 -0.147 5.728
H 3.642 1.543 3.927
O 2.264 0.766 -3.753
C 1.978 0.441 -2.628
N 0.794 0.709 -1.986
C -0.141 1.562 -2.691
C -0.891 2.370 -1.679
C -1.761 3.392 -2.030
C -2.447 4.067 -1.041
C -2.253 3.704 0.291
C -1.371 2.693 0.575
N -0.691 2.041 -0.392
C 2.906 -0.306 -1.725
C 4.110 -0.819 -2.155
C 4.880 -1.538 -1.254
C 4.413 -1.719 0.041
C 3.201 -1.170 0.404
N 2.467 -0.459 -0.466
H 0.393 2.207 -3.393
H -0.849 0.974 -3.285
H -1.886 3.646 -3.074
H -3.126 4.870 -1.296
H -2.774 4.205 1.094
H -1.179 2.384 1.593
H 4.403 -0.656 -3.183
H 5.825 -1.966 -1.559
H 4.972 -2.292 0.767
H 2.792 -1.314 1.395
F 0.486 -1.849 0.119
As 0.102 -3.792 0.364
F -0.245 -5.416 0.608
F -1.442 -3.380 -0.293
F 0.735 -3.913 -1.207
F -0.503 -3.259 1.901
F 1.675 -3.806 1.034
*
```

(4)
The following is a DFT calculation (wB97M-V/def2-TZVPD) of a molecular structure, C26H22BrN4O2Se2Ti.

Output
Gap between HOMO and LUMO = 5.4 eV
Relative energy (zero: lowest compared OMol25 entry of this formula, charge and spin) = 33.8 kJ/mol
HOMO energy = -16.110 eV

The geometry in ORCA input format:
```
! RIJCOSX wB97M-V def2-TZVPD def2/J DEFGRID3
* xyz 3 1
Ti -0.282 0.256 -0.415
O 0.622 2.316 -2.325
C 1.365 1.900 -3.429
C 1.800 2.804 -4.388
C 2.587 2.374 -5.443
C 2.938 1.037 -5.562
C 2.472 0.128 -4.632
C 1.693 0.551 -3.561
C 1.258 -0.442 -2.512
O 0.014 -0.199 -2.006
N 2.206 -0.408 -1.370
N 1.691 0.068 -0.210
C 2.474 0.337 0.807
C 2.029 0.563 2.123
Br 0.082 0.372 2.292
C 2.859 0.750 3.200
C 2.612 0.932 4.580
C 1.418 1.446 5.136
C 1.275 1.553 6.499
C 2.303 1.151 7.355
C 3.494 0.651 6.829
C 3.661 0.572 5.466
H 0.452 3.259 -2.476
H 1.536 3.850 -4.304
H 2.925 3.084 -6.182
H 3.566 0.705 -6.373
H 2.716 -0.918 -4.724
H 1.303 -1.462 -2.942
H 3.172 -0.172 -1.607
H 3.557 0.320 0.664
H 3.913 0.685 2.951
H 0.636 1.827 4.501
H 0.367 1.968 6.912
H 2.187 1.261 8.424
H 4.289 0.338 7.490
H 4.583 0.184 5.059
Se -2.890 0.739 -1.298
Se -3.262 -0.416 0.704
C -2.126 -1.939 0.286
C -2.652 -3.224 0.296
C -1.827 -4.279 -0.070
C -0.497 -4.013 -0.378
C -0.039 -2.709 -0.320
N -0.846 -1.679 -0.014
C -2.116 2.358 -0.518
C -2.784 3.568 -0.436
C -2.112 4.649 0.124
C -0.799 4.477 0.551
C -0.208 3.229 0.437
N -0.864 2.180 -0.077
H -3.691 -3.381 0.557
H -2.214 -5.288 -0.117
H 0.176 -4.807 -0.660
H 1.005 -2.481 -0.513
H -3.800 3.654 -0.795
H -2.606 5.605 0.226
H -0.243 5.302 0.968
H 0.815 3.059 0.764
*
```

(5)
The following is a DFT calculation (wB97M-V/def2-TZVPD) of a molecular structure, C26H22Cl3N3O8Pt.

Output
Gap between HOMO and LUMO (spin up / spin down) = 6.1 / 6.1 eV
Relative energy (zero: lowest compared OMol25 entry of this formula, charge and spin) = 218.7 kJ/mol
HOMO energy (spin up / spin down) = -14.349 / -14.350 eV

The geometry in ORCA input format:
```
! RIJCOSX wB97M-V def2-TZVPD def2/J DEFGRID3
* xyz 2 1
Pt 0.287 -0.447 -0.315
O 1.194 -1.393 -6.857
C -0.138 -1.220 -6.438
C -0.155 -1.154 -4.939
C -1.264 -0.684 -4.251
C -1.231 -0.584 -2.876
N -0.158 -0.972 -2.175
C 0.902 -1.510 -2.825
C 0.940 -1.592 -4.197
C 1.937 -2.058 -1.930
C 2.916 -2.930 -2.357
C 3.774 -3.513 -1.432
C 4.852 -4.459 -1.871
O 4.652 -4.762 -3.228
C 3.589 -3.198 -0.093
C 2.600 -2.311 0.273
N 1.794 -1.729 -0.624
H 1.232 -1.419 -7.818
H -0.772 -2.061 -6.744
H -0.586 -0.306 -6.840
H -2.159 -0.375 -4.774
H -2.062 -0.191 -2.312
H 1.805 -1.992 -4.706
H 3.001 -3.192 -3.400
H 4.819 -5.350 -1.235
H 5.820 -3.970 -1.702
H 5.287 -5.427 -3.513
H 4.192 -3.650 0.683
H 2.432 -2.092 1.313
Cl 0.377 6.063 1.530
C 0.279 5.393 -0.056
C -0.520 5.990 -1.005
C -0.605 5.418 -2.265
C 0.081 4.253 -2.563
C 0.894 3.657 -1.613
Cl 1.569 2.114 -2.021
C 1.019 4.236 -0.346
N 1.689 3.648 0.738
C 2.788 2.934 0.805
C 3.835 3.047 -0.163
C 5.022 2.466 0.098
C 5.257 1.701 1.305
C 4.303 1.556 2.237
C 2.993 2.139 2.040
C 1.955 1.897 2.902
C 1.612 -0.264 2.618
O 2.385 -0.727 3.357
O 0.726 -0.405 1.826
H -1.074 6.884 -0.756
H -1.232 5.874 -3.019
H -0.028 3.780 -3.528
H 1.218 3.842 1.619
H 3.685 3.674 -1.030
H 5.847 2.604 -0.589
H 6.233 1.258 1.452
H 4.476 0.984 3.138
H 0.960 2.269 2.689
H 2.195 1.758 3.951
O -0.498 2.170 1.196
Cl -1.774 1.710 0.676
O -2.494 0.938 1.612
O -2.506 2.800 0.149
O -1.427 0.796 -0.503
*
```

(6)
The following is a DFT calculation (wB97M-V/def2-TZVPD) of a molecular structure, C26H22Cl5MnN6O3Se.

Output
Gap between HOMO and LUMO (spin up / spin down) = 7.3 / 7.3 eV
Relative energy (zero: lowest compared OMol25 entry of this formula, charge and spin) = 9.4 kJ/mol
HOMO energy (spin up / spin down) = -10.599 / -10.585 eV

The geometry in ORCA input format:
```
! RIJCOSX wB97M-V def2-TZVPD def2/J DEFGRID3
* xyz 1 6
Mn -0.500 0.164 -0.856
C -0.310 4.871 -0.650
N -0.046 4.103 0.563
C -0.110 4.821 1.831
C 0.205 2.801 0.488
O 0.273 2.186 -0.585
C 0.387 2.038 1.788
O 0.874 0.746 1.483
C 0.481 -0.216 2.424
C -0.968 -0.628 2.144
O -1.501 -0.208 1.109
N -1.595 -1.425 3.005
C -2.987 -1.796 2.777
C -0.974 -1.950 4.213
H -1.273 5.371 -0.555
H 0.472 5.616 -0.800
H -0.342 4.198 -1.499
H -0.698 5.722 1.682
H -0.607 4.231 2.599
H 0.882 5.112 2.180
H 1.079 2.548 2.463
H -0.600 1.987 2.265
H 1.134 -1.083 2.295
H 0.600 0.148 3.449
H -3.403 -1.175 1.991
H -3.058 -2.847 2.490
H -3.552 -1.648 3.697
H 0.109 -1.932 4.145
H -1.289 -1.386 5.094
H -1.281 -2.987 4.341
Cl -1.256 -1.304 -3.661
C -2.462 -0.124 -3.196
C -2.247 0.569 -2.016
C -3.224 1.496 -1.690
Cl -3.036 2.420 -0.211
C -4.354 1.736 -2.470
Cl -5.529 2.903 -2.008
C -4.521 1.008 -3.646
Cl -5.900 1.273 -4.635
C -3.566 0.063 -4.021
Cl -3.762 -0.839 -5.470
Se 6.083 -4.155 -0.542
N 4.413 -4.446 -0.006
C 3.699 -3.430 -0.412
C 2.266 -3.308 -0.176
C 1.517 -4.308 0.446
C 0.158 -4.132 0.600
C -0.413 -2.940 0.159
N 0.292 -1.974 -0.411
C 1.608 -2.156 -0.611
C 2.331 -1.107 -1.348
N 1.614 -0.045 -1.760
C 2.211 0.893 -2.478
C 3.559 0.831 -2.825
C 4.308 -0.236 -2.386
C 3.691 -1.233 -1.628
C 4.405 -2.404 -1.133
N 5.684 -2.599 -1.303
H 2.015 -5.210 0.776
H -0.462 -4.897 1.045
H -1.474 -2.748 0.267
H 1.592 1.729 -2.777
H 3.996 1.617 -3.425
H 5.361 -0.327 -2.619
*
```

(7)
The following is a DFT calculation (wB97M-V/def2-TZVPD) of a molecular structure, C26H22FeI2N5O4PS2.

Output
Gap between HOMO and LUMO (spin up / spin down) = 7.3 / 7.5 eV
Relative energy (zero: lowest compared OMol25 entry of this formula, charge and spin) = 46.2 kJ/mol
HOMO energy (spin up / spin down) = -7.739 / -7.925 eV

The geometry in ORCA input format:
```
! RIJCOSX wB97M-V def2-TZVPD def2/J DEFGRID3
* xyz 0 5
Fe -0.200 -0.330 0.887
I 0.802 1.144 3.909
C 1.073 3.276 4.204
I 1.022 4.530 2.489
H 2.082 3.328 4.583
H 0.339 3.670 4.940
O -1.721 1.425 1.488
C -2.981 1.170 1.389
C -3.680 -0.024 1.745
C -4.993 0.066 2.123
C -5.699 -1.150 2.363
C -5.102 -2.418 2.348
C -3.784 -2.445 1.932
C -3.011 -1.304 1.603
O -1.789 -1.459 1.187
N -7.099 -1.062 2.539
O -7.597 0.090 2.852
O -7.759 -2.126 2.466
H -3.636 2.097 1.255
H -5.540 1.028 2.241
H -5.704 -3.316 2.603
H -3.239 -3.407 1.816
N 4.926 -1.303 2.608
C 5.486 -0.076 2.544
C 4.719 0.630 1.646
N 3.655 -0.084 1.207
C 3.718 -1.247 1.880
C 2.624 -2.182 2.015
N 1.329 -1.967 1.689
C 0.726 -3.128 1.993
C 1.587 -4.085 2.482
N 2.811 -3.474 2.433
H 5.065 -2.020 3.339
H 6.421 0.152 3.044
H 4.878 1.596 1.215
H -0.344 -3.249 1.849
H 1.413 -5.103 2.883
H 3.669 -3.870 2.834
S 0.428 -1.475 -1.569
P 0.597 0.447 -2.088
S 0.844 1.559 -0.353
C 2.046 0.774 -3.119
C 2.119 1.358 -4.408
C 3.358 1.628 -5.031
C 4.536 1.378 -4.383
C 4.471 0.726 -3.135
C 3.263 0.429 -2.528
C -0.890 0.855 -3.013
C -1.938 -0.055 -3.113
C -3.159 0.397 -3.665
C -3.273 1.621 -4.345
C -2.133 2.434 -4.405
C -0.983 2.061 -3.650
H 1.218 1.671 -4.905
H 3.401 2.138 -6.007
H 5.469 1.720 -4.838
H 5.409 0.403 -2.654
H 3.168 -0.050 -1.545
H -1.822 -1.050 -2.723
H -4.034 -0.338 -3.706
H -4.179 1.873 -4.879
H -2.191 3.307 -5.029
H -0.192 2.815 -3.529
*
```

(8)
The following is a DFT calculation (wB97M-V/def2-TZVPD) of a molecular structure, C26H22FeN4O6S.

Output
Gap between HOMO and LUMO (spin up / spin down) = 5.9 / 3.4 eV
HOMO energy (spin up / spin down) = -9.992 / -9.987 eV

The geometry in ORCA input format:
```
! RIJCOSX wB97M-V def2-TZVPD def2/J DEFGRID3
* xyz 1 6
Fe -0.351 -0.304 -0.442
O -1.194 0.565 6.564
C -0.078 0.239 6.146
O 1.068 -0.020 6.516
C -0.161 0.117 4.486
C -1.390 -0.026 3.871
C -1.393 -0.132 2.493
N -0.264 -0.088 1.787
C 0.921 -0.021 2.394
C 1.021 0.102 3.766
C 2.070 -0.213 1.505
C 3.368 0.098 1.860
C 4.387 -0.151 0.955
C 4.078 -0.698 -0.280
C 2.757 -0.982 -0.556
N 1.770 -0.755 0.321
C -2.598 -0.414 1.710
C -3.870 -0.102 2.148
C -4.955 -0.478 1.371
C -4.732 -1.158 0.186
C -3.429 -1.405 -0.193
N -2.374 -1.039 0.547
H -2.298 -0.084 4.456
H 1.970 0.140 4.283
H 3.583 0.545 2.820
H 5.412 0.082 1.213
H 4.843 -0.898 -1.016
H 2.469 -1.407 -1.510
H -4.008 0.438 3.074
H -5.963 -0.244 1.690
H -5.547 -1.472 -0.449
H -3.216 -1.908 -1.128
C -3.270 6.895 1.158
C -3.194 5.598 0.404
C -4.003 5.382 -0.716
C -3.964 4.185 -1.401
C -3.095 3.189 -0.960
C -2.272 3.379 0.142
C -2.334 4.584 0.818
S -3.070 1.685 -1.849
O -2.055 0.838 -1.219
O -4.384 1.135 -1.955
N -2.579 1.980 -3.362
C -1.390 2.799 -3.661
C -0.101 2.046 -3.339
C 0.286 2.239 -1.874
O 0.274 3.340 -1.393
O 0.615 1.137 -1.203
H -3.533 7.721 0.498
H -2.327 7.123 1.652
H -4.042 6.833 1.929
H -4.666 6.171 -1.053
H -4.607 4.011 -2.256
H -1.586 2.600 0.441
H -1.685 4.750 1.671
H -3.374 2.083 -3.981
H -1.398 3.735 -3.101
H -1.439 3.035 -4.720
H 0.720 2.442 -3.937
H -0.223 0.988 -3.562
*
```

| no. | electronic energy (Ha) |
| --- | --- |
| 1 | -6644.438962 |
| 2 | -1942.041236 |
| 3 | -4703.980224 |
| 4 | -9598.908345 |
| 5 | -3269.236263 |
| 6 | -7411.544515 |
| 7 | -4575.511710 |
| 8 | -3336.096291 |